1.
115
Properties=species:S:1:pos:R:3 method="wB97M-V/def2-TZVPD" lumo_ev=0.109 largest_force_ev_per_a=0.48 homo_ev=-7.07 e_above_lowest_ev=0.572
Bi 0.062 -0.110 -0.834
C 2.236 2.063 2.685
C 1.342 3.250 2.335
C 1.194 4.157 3.555
P -0.233 2.599 1.514
C -1.326 4.106 1.729
C -0.773 5.221 0.839
C -2.804 3.855 1.454
C -0.843 1.422 2.776
C -1.422 1.921 3.946
C -1.713 1.135 5.044
C -1.359 -0.202 4.986
C -0.826 -0.734 3.830
C -0.610 0.025 2.646
N -0.085 -0.577 1.495
C 0.150 -1.976 1.563
C -0.943 -2.856 1.623
C -0.777 -4.223 1.674
C 0.508 -4.755 1.666
C 1.595 -3.904 1.632
C 1.456 -2.508 1.583
P 2.814 -1.311 1.968
C 4.232 -1.432 0.735
C 3.889 -1.417 -0.753
C 5.138 -0.235 1.050
C 3.670 -2.119 3.436
C 4.373 -3.484 3.289
C 2.687 -2.125 4.610
H 3.223 2.407 3.004
H 2.364 1.391 1.835
H 1.799 1.477 3.496
H 1.834 3.820 1.540
H 0.601 3.677 4.335
H 0.753 5.126 3.320
H 2.186 4.345 3.972
H -1.233 4.442 2.760
H -0.867 4.966 -0.213
H 0.283 5.410 1.037
H -1.317 6.153 1.016
H -2.971 3.502 0.436
H -3.363 4.787 1.582
H -3.223 3.116 2.137
H -1.643 2.975 4.016
H -2.165 1.564 5.929
H -1.496 -0.844 5.848
H -0.547 -1.772 3.849
H -1.941 -2.432 1.625
H -1.643 -4.873 1.718
H 0.659 -5.827 1.699
H 2.578 -4.344 1.644
H 4.790 -2.347 0.941
H 3.574 -0.420 -1.072
H 3.105 -2.124 -1.020
H 4.780 -1.674 -1.331
H 4.641 0.695 0.767
H 6.072 -0.306 0.486
H 5.393 -0.165 2.109
H 4.438 -1.377 3.671
H 3.841 -4.253 3.852
H 5.391 -3.436 3.681
H 4.453 -3.824 2.259
H 1.865 -2.822 4.426
H 2.258 -1.133 4.766
H 3.188 -2.430 5.531
C -4.076 -1.289 -2.184
Si -3.452 0.398 -1.580
C -4.758 1.649 -2.111
C -3.397 0.265 0.289
C -1.695 0.848 -2.172
C -1.262 0.181 -3.447
C -2.101 -0.100 -4.533
C -1.556 -0.586 -5.706
C -0.188 -0.807 -5.786
C 0.575 -0.543 -4.665
N 0.063 -0.047 -3.540
Si -1.236 2.676 -2.614
C 0.442 3.182 -1.933
C -2.558 3.962 -2.234
C -1.038 2.907 -4.480
H -5.158 -1.246 -2.332
H -3.880 -2.059 -1.436
H -3.636 -1.630 -3.122
H -5.755 1.221 -1.983
H -4.649 1.938 -3.159
H -4.712 2.559 -1.513
H -4.377 0.433 0.743
H -2.701 0.981 0.723
H -3.058 -0.732 0.586
H -3.161 0.106 -4.460
H -2.194 -0.790 -6.556
H 0.273 -1.195 -6.684
H 1.645 -0.717 -4.663
H 0.525 3.062 -0.852
H 0.618 4.235 -2.172
H 1.232 2.596 -2.411
H -3.015 3.885 -1.250
H -3.353 3.907 -2.980
H -2.098 4.951 -2.316
H -0.167 2.386 -4.881
H -0.914 3.974 -4.683
H -1.916 2.567 -5.034
F 1.843 -5.714 -4.845
C 1.197 -4.856 -4.025
C -0.005 -4.315 -4.428
C -0.656 -3.433 -3.577
C -0.126 -3.075 -2.338
C -0.878 -2.144 -1.443
C 1.074 -3.676 -1.962
C 1.747 -4.556 -2.795
H -0.425 -4.584 -5.389
H -1.612 -3.023 -3.885
H -1.124 -2.642 -0.511
H -1.804 -1.865 -1.929
H 1.482 -3.468 -0.981
H 2.680 -5.015 -2.495

=====

2.
47
Properties=species:S:1:pos:R:3 method="wB97M-V/def2-TZVPD" lumo_ev=-0.188 smiles="CCc1nc2ccc(C(=O)Nc3cccc(C(C)=O)c3)cc2nc1CC" largest_force_ev_per_a=0.73 homo_ev=-8.77 e_above_lowest_ev=0.222
C -3.897 -1.976 1.205
C -4.250 -0.491 1.316
C -3.111 0.348 0.812
N -2.029 0.322 1.549
C -0.945 1.007 1.140
C 0.239 0.987 1.904
C 1.346 1.648 1.457
C 1.315 2.366 0.240
C 2.542 3.071 -0.230
O 2.570 4.248 -0.515
N 3.690 2.323 -0.281
C 3.863 0.946 -0.147
C 5.069 0.461 0.360
C 5.261 -0.898 0.522
C 4.264 -1.798 0.191
C 3.066 -1.331 -0.345
C 1.935 -2.217 -0.736
C 2.169 -3.705 -0.655
O 0.875 -1.758 -1.098
C 2.885 0.037 -0.529
C 0.158 2.451 -0.493
C -0.988 1.758 -0.064
N -2.122 1.806 -0.791
C -3.162 1.123 -0.387
C -4.375 1.215 -1.266
C -4.504 -0.019 -2.161
H -3.717 -2.254 0.169
H -4.709 -2.587 1.594
H -2.995 -2.180 1.774
H -4.408 -0.249 2.369
H -5.167 -0.281 0.768
H 0.243 0.432 2.829
H 2.259 1.633 2.035
H 4.531 2.869 -0.431
H 5.851 1.156 0.632
H 6.198 -1.258 0.922
H 4.430 -2.852 0.348
H 1.288 -4.227 -1.019
H 2.352 -3.994 0.378
H 3.032 -3.985 -1.254
H 1.964 0.365 -0.983
H 0.118 3.016 -1.411
H -5.277 1.338 -0.663
H -4.253 2.098 -1.894
H -3.600 -0.145 -2.751
H -4.659 -0.918 -1.571
H -5.347 0.099 -2.838

=====

3.
16
Properties=species:S:1:pos:R:3 method="wB97M-V/def2-TZVPD" lumo_ev=-0.039 largest_force_ev_per_a=0.31 homo_ev=-8.46 e_above_lowest_ev=4.838
C 2.629 0.077 -0.449
C 0.161 0.214 1.148
C -0.669 1.022 0.169
C -1.737 -0.092 0.285
O -2.452 -0.482 -0.859
C -0.578 -1.020 0.666
H 2.745 1.065 -0.903
H 2.036 -0.562 -1.110
H 3.608 -0.377 -0.286
H 2.125 0.186 0.521
H -0.245 0.948 -0.842
H -0.873 2.072 0.400
H -2.404 0.082 1.138
H -3.161 0.159 -0.998
H -0.702 -1.859 1.357
H -0.145 -1.390 -0.273

=====

4.
13
Properties=species:S:1:pos:R:3 method="wB97M-V/def2-TZVPD" lumo_ev=1.131 smiles=OCC1CC1 largest_force_ev_per_a=3.39 homo_ev=-9.24 e_above_lowest_ev=2.280
O 1.823 -1.019 0.487
C 1.414 0.341 0.452
C 0.109 0.520 -0.368
C -1.417 0.672 0.057
C -1.161 -0.727 -0.232
H 1.512 -1.418 -0.338
H 2.186 0.960 -0.061
H 1.430 0.676 1.497
H 0.440 0.485 -1.412
H -1.584 0.920 1.104
H -2.099 1.198 -0.614
H -1.068 -1.450 0.579
H -1.585 -1.158 -1.151

=====

5.
77
Properties=species:S:1:pos:R:3 method="wB97M-V/def2-TZVPD" lumo_ev="4.509 / 4.509" charge=-2 largest_force_ev_per_a=4.70 homo_ev="0.94 / 2.48" e_above_lowest_ev=3.444
Ca 0.258 -0.076 0.968
N -0.623 -3.406 2.611
N 1.840 -1.841 0.028
C 0.670 2.454 0.676
C 1.999 1.976 0.807
C 2.129 1.386 2.109
C 3.297 0.602 2.585
H 4.192 0.831 1.990
H 3.148 -0.497 2.512
H 3.523 0.844 3.636
C 0.916 1.583 2.818
C 0.639 1.191 4.220
H 0.671 2.073 4.868
H 1.364 0.460 4.577
H -0.355 0.755 4.321
C 0.023 2.275 1.942
C -1.332 2.768 2.294
H -1.904 2.026 2.878
H -1.924 2.991 1.391
H -1.264 3.686 2.909
C 3.092 2.103 -0.187
H 3.924 2.695 0.224
H 2.736 2.626 -1.080
H 3.530 1.138 -0.485
C 0.082 3.092 -0.528
H -1.003 2.947 -0.553
H 0.489 2.645 -1.437
H 0.302 4.168 -0.569
C -1.742 -4.139 2.419
H -2.445 -4.228 3.338
C -1.935 -4.864 1.167
H -2.930 -5.309 1.191
C -0.985 -4.840 0.139
H -1.135 -5.377 -0.812
C 0.205 -4.285 0.471
H 1.059 -4.208 -0.250
C 0.303 -3.424 1.567
C 1.300 -2.347 1.286
H 1.775 -2.035 2.195
C 0.991 -1.540 -0.962
C 3.069 -1.631 -0.493
H 3.871 -1.930 0.069
C 3.070 -1.041 -1.696
H 3.831 -0.745 -2.460
N 1.660 -0.938 -1.980
C 1.076 -0.102 -3.025
C 1.718 0.988 -3.747
C 0.927 1.911 -4.459
H 1.445 2.709 -5.029
C -0.464 1.796 -4.531
C -1.308 2.756 -5.326
H -2.203 3.060 -4.779
H -1.666 2.311 -6.260
H -0.773 3.669 -5.611
C -1.090 0.753 -3.837
H -2.170 0.641 -3.854
C -0.340 -0.187 -3.086
C -0.941 -1.285 -2.405
H -0.858 -2.239 -2.954
H -1.952 -1.089 -2.077
H -0.048 -1.740 -1.093
C 3.224 1.222 -3.807
H 3.724 0.432 -4.383
H 3.667 1.325 -2.808
H 3.369 2.178 -4.326
C -5.418 -0.629 1.765
N -3.998 -0.750 2.064
C -3.496 -1.114 3.321
C -2.097 -1.123 3.160
N -1.803 -0.752 1.848
C -2.966 -0.537 1.236
H -5.941 -1.549 2.042
H -5.867 0.184 2.345
H -5.556 -0.433 0.689
H -4.081 -1.347 4.159
H -1.371 -1.447 3.866
H -3.120 -0.226 0.192

=====

6.
64
Properties=species:S:1:pos:R:3 method="wB97M-V/def2-TZVPD" lumo_ev="4.131 / 3.868" spin_multiplicity=6 charge=-2 largest_force_ev_per_a=4.89 homo_ev="-0.99 / -0.90" e_above_lowest_ev=2.005
Fe -0.402 -0.055 0.269
Te 0.940 0.492 2.336
Te 2.274 0.357 4.666
Te 1.037 -3.595 3.711
Te 0.208 -1.921 1.750
C -2.286 4.079 -2.715
C -3.218 2.913 -3.023
N -3.791 2.277 -1.843
C -5.034 2.817 -1.306
C -4.856 3.904 -0.248
C -3.101 1.355 -1.108
S -1.677 0.653 -1.771
N -3.700 1.003 0.034
C -3.135 0.502 1.126
O -1.952 0.660 1.487
C -4.045 -0.222 2.082
C -3.505 -0.745 3.249
C -4.322 -1.384 4.174
C -5.684 -1.503 3.937
C -6.226 -0.992 2.763
C -5.408 -0.355 1.840
H -1.905 4.503 -3.649
H -1.430 3.750 -2.124
H -2.805 4.869 -2.168
H -2.670 2.158 -3.581
H -4.054 3.247 -3.644
H -5.587 1.989 -0.866
H -5.608 3.206 -2.151
H -4.200 3.542 0.543
H -5.825 4.158 0.194
H -4.421 4.809 -0.673
H -2.442 -0.652 3.427
H -3.887 -1.784 5.082
H -6.322 -1.998 4.661
H -7.289 -1.087 2.568
H -5.809 0.051 0.920
C 3.392 2.047 -0.854
C 2.030 1.510 -1.276
C 1.932 1.395 -2.794
O 1.820 0.236 -0.657
C 0.923 2.481 -0.792
O 0.891 3.603 -1.310
O 0.150 2.038 0.116
H 4.185 1.439 -1.298
H 3.490 2.007 0.231
H 3.497 3.081 -1.187
H 2.675 0.692 -3.178
H 2.091 2.381 -3.231
H 0.938 1.048 -3.084
H 2.053 -0.474 -1.282
C 0.609 -3.356 -4.529
N -0.045 -3.025 -3.275
C -1.303 -3.495 -3.014
C -1.965 -3.159 -1.900
C -1.317 -2.226 -0.995
O -1.908 -1.769 0.022
N -0.029 -1.868 -1.213
C 0.628 -2.218 -2.337
O 1.794 -1.882 -2.575
H -0.045 -3.117 -5.369
H 0.874 -4.415 -4.567
H 1.516 -2.766 -4.591
H -1.719 -4.148 -3.771
H -2.964 -3.504 -1.681

=====

7.
19
Properties=species:S:1:pos:R:3 method="wB97M-V/def2-TZVPD" lumo_ev=1.071 smiles=NCC[C@@H](N)CO largest_force_ev_per_a=1.77 homo_ev=-8.86 e_above_lowest_ev=1.721
N -0.688 2.063 -1.169
C -0.784 1.691 0.232
C -0.719 0.181 0.531
C 0.615 -0.445 0.060
N 1.624 -0.521 1.118
C 0.404 -1.823 -0.592
O -0.880 -2.420 -0.353
H -1.505 1.810 -1.692
H -0.319 2.977 -1.290
H 0.121 2.149 0.671
H -1.608 2.096 0.830
H -0.817 0.092 1.611
H -1.520 -0.250 -0.062
H 1.026 0.269 -0.666
H 2.558 -0.491 0.767
H 1.511 0.208 1.804
H 0.552 -1.804 -1.674
H 1.156 -2.477 -0.137
H -0.727 -3.304 0.011

=====

8.
88
Properties=species:S:1:pos:R:3 method="wB97M-V/def2-TZVPD" lumo_ev=-1.667 smiles="O=C1C=C(O)C(=O)C=C1O.O=C1C=C(O)C(=O)C=C1O.O=C1C=C(O)C(=O)C=C1O.O=C1C=C(O)C(=O)C=C1O.O=C1C=C(O)C(=O)C=C1O.CCC[PH2](F)[PH2]=S" largest_force_ev_per_a=0.72 homo_ev=-8.23
O -3.406 -5.187 -2.871
C -2.459 -4.618 -2.359
C -1.998 -4.855 -1.003
C -0.947 -4.165 -0.548
O -0.470 -4.321 0.684
C -0.226 -3.137 -1.380
O 0.708 -2.555 -0.856
C -0.676 -2.912 -2.738
C -1.724 -3.606 -3.206
O -2.207 -3.474 -4.431
H -2.521 -5.590 -0.410
H 0.254 -3.674 0.789
H -0.144 -2.179 -3.330
H -2.963 -4.090 -4.492
O 2.364 4.534 -2.065
C 2.211 5.635 -1.565
C 3.096 6.208 -0.573
C 2.828 7.423 -0.076
O 3.593 8.008 0.836
C 1.623 8.223 -0.519
O 1.451 9.308 -0.003
C 0.748 7.651 -1.528
C 1.020 6.437 -2.024
O 0.282 5.836 -2.944
H 3.954 5.628 -0.261
H 3.212 8.877 1.078
H -0.103 8.234 -1.848
H 0.703 4.972 -3.114
O -0.652 8.370 6.786
C 0.088 8.631 5.855
C 0.938 7.668 5.187
C 1.726 8.068 4.178
O 2.523 7.236 3.526
C 1.758 9.510 3.715
O 2.510 9.808 2.803
C 0.894 10.468 4.372
C 0.105 10.062 5.377
O -0.717 10.861 6.036
H 0.908 6.643 5.528
H 3.001 7.734 2.839
H 0.914 11.490 4.023
H -1.156 10.304 6.708
O -6.723 -1.732 4.299
C -5.589 -1.905 3.890
C -5.243 -2.738 2.759
C -3.955 -2.870 2.405
O -3.564 -3.615 1.382
C -2.845 -2.168 3.152
O -1.707 -2.347 2.763
C -3.195 -1.320 4.276
C -4.482 -1.191 4.627
O -4.900 -0.441 5.633
H -6.044 -3.236 2.230
H -2.587 -3.575 1.356
H -2.395 -0.812 4.796
H -5.872 -0.540 5.658
O -1.888 -12.541 -2.343
C -1.932 -11.439 -1.830
C -0.925 -10.912 -0.930
C -1.090 -9.685 -0.416
O -0.231 -9.113 0.412
C -2.294 -8.834 -0.740
O -2.351 -7.740 -0.206
C -3.289 -9.348 -1.653
C -3.124 -10.574 -2.171
O -3.972 -11.137 -3.013
H -0.069 -11.531 -0.703
H -0.601 -8.236 0.629
H -4.137 -8.720 -1.890
H -3.607 -12.019 -3.218
C 3.603 0.628 -1.162
C 2.812 1.268 -2.309
C 3.419 0.958 -3.688
P 3.199 -0.785 -4.152
F 1.529 -0.639 -4.044
P 5.418 -1.159 -4.402
S 6.273 -0.028 -5.755
H 3.541 1.234 -0.260
H 3.203 -0.359 -0.923
H 4.657 0.520 -1.421
H 1.774 0.944 -2.277
H 2.838 2.354 -2.216
H 4.484 1.197 -3.654
H 2.975 1.579 -4.465
H 3.120 -1.781 -3.170
H 3.040 -1.217 -5.469
H 5.555 -2.522 -4.727
H 5.983 -1.063 -3.115